[1]
CHClFO3 | ωB97M-V with the def2-TZVPD basis set

Geometry as XYZ:
```
7
Properties=species:S:1:pos:R:3
C 3.53791 0.70728 0.21064
F -0.04220 -0.23385 0.09883
O 1.63479 -0.76545 -0.44585
O 2.48758 -0.44899 0.40735
H -0.48010 -0.26229 -0.71998
Cl 4.71983 -0.49208 -0.10104
O 3.35602 1.81588 0.22604
```

The energy above the lowest of the compared OMol25 structures with the same formula, charge and spin comes out at 30.8 kcal/mol. Its HOMO-LUMO gap (spin up / spin down) is 8.665 / 8.595 eV. The total charge is +1. The calculation puts the LUMO energy (spin up / spin down) at -9.02 / -9.10 eV.

---

[2]
CHClN2 | ωB97M-V with the def2-TZVPD basis set

Geometry as XYZ:
```
5
Properties=species:S:1:pos:R:3
N 2.19474 -0.96467 -0.25309
N 3.17329 -0.96769 0.18570
H -0.47355 0.09632 -0.46576
C -0.33124 -0.59223 0.41736
Cl -1.13737 -1.91829 0.05172
```

The energy above the lowest of the compared OMol25 structures with the same formula, charge and spin comes out at 16.5 kcal/mol. Its HOMO-LUMO gap is 8.344 eV. The total charge is 0. The calculation puts the LUMO energy at -0.53 eV.

---

[3]
CHClN2O2S | ωB97M-V with the def2-TZVPD basis set

Geometry as XYZ:
```
8
Properties=species:S:1:pos:R:3
N 2.35869 -1.00037 -1.35288
O -2.40395 -0.61580 1.75942
Cl 0.68341 0.38175 2.11627
C 1.39904 -0.37504 -1.45794
N -0.42272 0.67393 0.89222
H -0.13226 0.52858 -0.85769
O 0.34920 0.29711 -1.78486
S -1.83141 0.10984 0.68546
```

The energy above the lowest of the compared OMol25 structures with the same formula, charge and spin comes out at 28.8 kcal/mol. Its HOMO-LUMO gap is 8.954 eV. The total charge is 0. The calculation puts the LUMO energy at -1.92 eV.

---

[4]
CHClN2O2S | ωB97M-V with the def2-TZVPD basis set

Geometry as XYZ:
```
8
Properties=species:S:1:pos:R:3
O -1.95867 1.27458 -0.64254
O -0.29330 -1.20705 -0.49592
Cl 0.85838 2.65870 0.17360
N 0.02126 1.21965 0.87782
S -1.34381 0.45211 0.36173
C 0.58224 -2.06013 -0.63079
N 1.35723 -2.89969 -0.88554
H 0.77668 0.56182 1.24163
```

The energy above the lowest of the compared OMol25 structures with the same formula, charge and spin comes out at 54.4 kcal/mol. Its HOMO-LUMO gap is 6.946 eV. The total charge is 0. The calculation puts the LUMO energy at -2.37 eV.

---

[5]
CHClNO2S | ωB97M-V with the def2-TZVPD basis set

Geometry as XYZ:
```
7
Properties=species:S:1:pos:R:3
Cl 0.24336 -1.58292 -0.25805
C 1.22966 -0.11423 -0.17554
O -0.58470 1.14405 -0.33763
H 2.24858 -0.17359 0.03311
S -1.74827 -0.01179 -0.17790
N 0.80373 1.04632 -0.20845
O -2.19236 -0.30784 1.12447
```

The energy above the lowest of the compared OMol25 structures with the same formula, charge and spin comes out at 56.7 kcal/mol. Its HOMO-LUMO gap is 8.864 eV. The total charge is +1. The calculation puts the LUMO energy at -8.15 eV.

---

[6]
CHClNO6S | ωB97M-V with the def2-TZVPD basis set

Geometry as XYZ:
```
11
Properties=species:S:1:pos:R:3
C -0.25491 -0.23407 -0.50929
O -1.68631 -0.23419 1.97493
O -0.65199 1.95571 2.34649
O -0.20946 0.91192 0.15764
S -0.53598 0.59934 1.88961
O 0.68537 -0.11857 2.27047
Cl -1.72104 -0.69021 -1.25705
N 1.22141 -0.28034 -2.05690
O 1.73726 -1.32995 -2.03210
O 1.25778 0.53794 -2.91420
H 0.15788 -1.11758 0.13039
```

The energy above the lowest of the compared OMol25 structures with the same formula, charge and spin comes out at 20.1 kcal/mol. Its HOMO-LUMO gap (spin up / spin down) is 8.770 / 8.768 eV. The total charge is -1. The calculation puts the LUMO energy (spin up / spin down) at 2.93 / 2.93 eV.

---

[7]
CHClNOP | ωB97M-V with the def2-TZVPD basis set

Geometry as XYZ:
```
6
Properties=species:S:1:pos:R:3
Cl -0.39955 -1.79387 0.21634
O 0.46678 1.08079 -0.70104
H -1.94151 0.25441 0.25618
N 1.97250 0.23045 0.93061
P -1.35089 -0.43350 -0.83353
C 1.25267 0.66173 0.13144
```

The energy above the lowest of the compared OMol25 structures with the same formula, charge and spin comes out at 57.6 kcal/mol. Its HOMO-LUMO gap (spin up / spin down) is 7.463 / 7.464 eV. The total charge is 0. The calculation puts the LUMO energy (spin up / spin down) at -2.44 / -2.44 eV.

---

[8]
CHClO2PS | ωB97M-V with the def2-TZVPD basis set

Geometry as XYZ:
```
7
Properties=species:S:1:pos:R:3
O -1.06875 2.48314 1.45149
C 0.81569 -1.25726 -0.23241
Cl -2.07399 0.99729 -0.79605
O 0.83060 -0.28643 0.51383
S 1.47330 -2.70678 0.11034
H 0.58902 -1.18384 -1.22786
P -0.56589 1.95388 0.18066
```

The energy above the lowest of the compared OMol25 structures with the same formula, charge and spin comes out at 33.9 kcal/mol. Its HOMO-LUMO gap is 7.065 eV. The total charge is -1. The calculation puts the LUMO energy at 3.34 eV.

---

[9]
CHClO2S | ωB97M-V with the def2-TZVPD basis set

Geometry as XYZ:
```
6
Properties=species:S:1:pos:R:3
H -0.72604 0.10687 0.01298
O 4.01755 0.95478 0.01647
O -0.97400 -1.88713 0.22150
S 4.90147 -0.21617 0.06208
C -0.32528 -0.91638 0.04039
Cl 1.38286 -0.93490 -0.21356
```

The energy above the lowest of the compared OMol25 structures with the same formula, charge and spin comes out at 0.0 kcal/mol. Its HOMO-LUMO gap (spin up / spin down) is 10.495 / 9.889 eV. The total charge is 0. As for the spin multiplicity: 3. The calculation puts the LUMO energy (spin up / spin down) at 0.77 / -1.29 eV.

---

[10]
CHClO3S | ωB97M-V with the def2-TZVPD basis set

Geometry as XYZ:
```
7
Properties=species:S:1:pos:R:3
H -0.24918 -0.24339 0.23566
O 1.40559 0.88952 0.75162
C 0.55024 0.47755 0.08539
O 0.56772 0.13376 -2.73446
S 0.31639 1.33456 -1.98702
O 1.13094 2.47913 -2.23428
Cl -1.69192 1.82269 -2.35668
```

The energy above the lowest of the compared OMol25 structures with the same formula, charge and spin comes out at 54.5 kcal/mol. Its HOMO-LUMO gap is 9.068 eV. The total charge is 0. The calculation puts the LUMO energy at -1.31 eV.

---

Number 1: DFT total energy -823.906141 a.u.. Number 2: DFT total energy -608.305313 a.u.. Number 3: DFT total energy -1156.969146 a.u.. Number 4: DFT total energy -1156.928404 a.u.. Number 5: DFT total energy -1101.877602 a.u.. Number 6: DFT total energy -1403.237074 a.u.. Number 7: DFT total energy -970.182439 a.u.. Number 8: DFT total energy -1389.021755 a.u.. Number 9: DFT total energy -1047.500484 a.u.. Number 10: DFT total energy -1122.731998 a.u..